[1]
Molecular formula: C4H12NO
Method: DFT, ωB97M-V/def2-TZVPD

```
18
Properties=species:S:1:pos:R:3
C -0.77 -0.26 -2.77
O -0.04 0.76 -2.08
H -1.12 0.10 -3.74
H -0.09 -1.09 -2.96
H -1.62 -0.63 -2.18
H -0.53 1.58 -2.11
C -0.69 0.59 2.94
C -0.26 0.30 1.55
C 0.71 -0.55 1.24
N 1.11 -0.82 -0.14
H -0.05 0.13 3.68
H -0.71 1.67 3.10
H -1.71 0.25 3.14
H -0.78 0.81 0.75
H 1.25 -1.10 2.00
H 0.64 -0.15 -0.81
H 2.12 -0.69 -0.24
H 0.85 -1.77 -0.40
```

Properties
Energy above the lowest of the compared OMol25 structures with the same formula, charge and spin (kcal/mol): 30.1
Net charge: +1
Total energy (eV): -7872.985
HOMO energy (eV): -14.53

***

[2]
Molecular formula: C4H12NO
Method: DFT, ωB97M-V/def2-TZVPD

```
18
Properties=species:S:1:pos:R:3
C -0.03 1.34 -0.26
C 1.00 0.54 -1.07
C 0.56 -0.92 -1.12
C 0.73 -1.78 -0.10
N 0.25 1.13 1.22
H -1.02 0.93 -0.44
H -0.09 2.41 -0.43
H 1.96 0.59 -0.54
H 1.12 0.97 -2.05
H -0.04 -1.18 -1.98
H 0.00 -2.58 -0.15
H 1.44 -1.69 0.71
H 1.26 1.05 1.38
H -0.24 0.27 1.49
H -0.18 1.86 1.77
H -3.02 -1.02 0.65
H -1.60 -1.24 0.17
O -2.11 -0.67 0.75
```

Properties
Energy above the lowest of the compared OMol25 structures with the same formula, charge and spin (kcal/mol): 31.6
Net charge: +1
Total energy (eV): -7872.920
HOMO energy (eV): -14.09

***

[3]
Molecular formula: C4H12NO
Method: DFT, ωB97M-V/def2-TZVPD

```
18
Properties=species:S:1:pos:R:3
O -3.29 -0.12 -0.39
C -2.03 0.59 -0.51
C -0.99 -0.37 -0.06
N 1.99 1.07 -0.15
C 3.22 0.43 -0.43
C -1.11 -1.11 1.24
H -3.22 -0.90 -0.95
H -2.19 1.47 0.14
H -1.94 0.92 -1.54
H -0.83 -1.10 -0.87
H 1.92 1.54 0.76
H 1.06 0.77 -0.45
H 4.02 1.18 -0.48
H 3.21 -0.15 -1.35
H 3.49 -0.26 0.39
H -0.12 -1.08 1.73
H -1.86 -0.73 1.92
H -1.29 -2.16 0.99
```

Properties
Spin multiplicity: 2
Energy above the lowest of the compared OMol25 structures with the same formula, charge and spin (kcal/mol): 88.8
Net charge: +2
<S²>: 0.754
Total energy (eV): -7856.403
HOMO energy (spin up / spin down) (eV): -20.09 / -20.09

***

Question: Number 2 is which compound?
Answer: C4H12NO

***

Question: What is the net charge in the third record?
Answer: +2

***

Question: Which value of energy above the lowest of the compared OMol25 structures with the same formula, charge and spin does entry 3 give?
Answer: 88.8 kcal/mol